FHNO3 | wB97M-V/def2-TZVPD

Output
- E_LUMO (alpha / beta) (eV) = 1.8970 / 1.8976
- E_HOMO (alpha / beta) (Eh) = -0.08032 / -0.08037
- net charge = -1
- frontier orbital gap (alpha / beta) (hartree) = 0.1500 / 0.1501

XYZ file:
```
6
Properties=species:S:1:pos:R:3:lowdin_charge:R:1
N -2.47 0.01 0.28 -0.288
O -2.94 -0.85 0.86 0.234
O -1.45 0.38 -0.17 0.209
O 1.16 -1.59 -1.23 -0.745
F -3.36 1.41 0.43 -0.206
H 0.25 -1.09 -1.26 -0.204
```

FHO2 | wB97M-V/def2-TZVPD

Output
- E_LUMO (eV) = -0.9388
- E_HOMO (Eh) = -0.43853
- frontier orbital gap (hartree) = 0.4040

XYZ file:
```
4
Properties=species:S:1:pos:R:3:lowdin_charge:R:1
O -0.41 -0.22 -0.69 0.023
O -0.24 0.70 0.21 -0.024
F 0.20 -0.02 1.56 -0.135
H 0.46 -0.46 -1.08 0.136
```

FHO2S | wB97M-V/def2-TZVPD

Output
- E_LUMO (alpha / beta) (eV) = -1.4820 / -2.2124
- E_HOMO (alpha / beta) (Eh) = -0.40102 / -0.34430
- frontier orbital gap (alpha / beta) (hartree) = 0.3466 / 0.2630

XYZ file:
```
5
Properties=species:S:1:pos:R:3:lowdin_charge:R:1
O -0.64 0.57 2.77 -0.031
O -1.07 1.60 0.63 -0.562
F 0.60 0.17 2.37 -0.242
S 0.24 1.08 0.29 0.864
H 0.16 -0.04 -0.69 -0.029
```

FHO2S | wB97M-V/def2-TZVPD

Output
- E_LUMO (eV) = -0.0527
- E_HOMO (Eh) = -0.38148
- SMILES = FOOS
- frontier orbital gap (hartree) = 0.3795

XYZ file:
```
5
Properties=species:S:1:pos:R:3:lowdin_charge:R:1
O 0.37 -0.42 1.29 -0.064
O 0.87 0.45 0.20 -0.561
F -1.04 -0.31 1.28 -0.077
S 0.55 -0.07 -1.34 0.819
H -0.74 0.34 -1.42 -0.117
```

FHO3 | wB97M-V/def2-TZVPD

Output
- E_LUMO (alpha / beta) (eV) = -2.9538 / -2.9537
- E_HOMO (alpha / beta) (Eh) = -0.38893 / -0.38818
- frontier orbital gap (alpha / beta) (hartree) = 0.2804 / 0.2796

XYZ file:
```
5
Properties=species:S:1:pos:R:3:lowdin_charge:R:1
O 1.01 0.07 -0.56 0.007
O 0.36 1.03 -0.01 -0.019
O -1.43 0.05 0.74 -0.025
F -1.52 -0.78 -0.29 -0.114
H 1.58 -0.37 0.12 0.151
```

FHOS | wB97M-V/def2-TZVPD

Output
- E_LUMO (eV) = -2.7931
- E_HOMO (Eh) = -0.34024
- SMILES = O=S.F
- frontier orbital gap (hartree) = 0.2376

XYZ file:
```
4
Properties=species:S:1:pos:R:3:lowdin_charge:R:1
H 0.67 -0.06 0.87 0.000
O -0.49 -0.21 -0.57 -0.702
F 1.57 -0.09 0.76 -0.078
S -1.76 0.35 -1.07 0.780
```

FHS2 | wB97M-V/def2-TZVPD

Output
- E_LUMO (eV) = -2.2392
- E_HOMO (Eh) = -0.29964
- frontier orbital gap (hartree) = 0.2173

XYZ file:
```
4
Properties=species:S:1:pos:R:3:lowdin_charge:R:1
H 1.57 0.04 0.52 0.139
F 1.20 -0.52 -0.22 -0.242
S -0.83 1.01 -0.17 0.068
S -1.95 -0.53 -0.13 0.035
```

FIO3S | wB97M-V/def2-TZVPD

Output
- E_LUMO (eV) = -1.0758
- E_HOMO (Eh) = -0.37789
- frontier orbital gap (hartree) = 0.3384

XYZ file:
```
6
Properties=species:S:1:pos:R:3:lowdin_charge:R:1
O -1.18 0.97 0.43 -0.829
O -0.13 -1.06 0.61 -0.301
O -0.11 0.03 -1.58 -0.208
F 1.08 0.98 0.32 -0.126
S -0.09 0.05 -0.22 0.279
I -2.71 -0.10 0.08 1.185
```

FKO4P | wB97M-V/def2-TZVPD

Output
- multiplicity = 2
- E_LUMO (alpha / beta) (eV) = 4.6567 / 4.6660
- E_HOMO (alpha / beta) (Eh) = -0.02368 / -0.00954
- net charge = -2
- frontier orbital gap (alpha / beta) (hartree) = 0.1948 / 0.1810

XYZ file:
```
7
Properties=species:S:1:pos:R:3:lowdin_charge:R:1
K -1.75 0.95 -0.39 0.810
P 0.77 -0.72 0.38 -0.226
O 0.10 -1.07 -0.97 -0.517
O 0.27 0.45 1.20 -0.476
O 2.24 -0.69 0.65 -0.396
O 0.41 -1.76 1.52 -0.289
F -2.03 2.84 -2.40 -0.906
```

FN2O3S | wB97M-V/def2-TZVPD

Output
- E_LUMO (alpha / beta) (eV) = 1.9294 / 0.1486
- E_HOMO (alpha / beta) (Eh) = -0.16309 / -0.08681
- net charge = -1
- frontier orbital gap (alpha / beta) (hartree) = 0.2340 / 0.0923

XYZ file:
```
7
Properties=species:S:1:pos:R:3:lowdin_charge:R:1
N 2.31 -0.22 0.69 -0.712
N -3.13 0.02 -0.82 -0.368
O 1.73 0.64 1.23 0.036
O -3.13 0.86 0.07 -0.135
O -3.99 -0.09 -1.71 -0.163
F 4.01 -0.14 1.14 -0.372
S 2.20 -1.08 -0.61 0.715
```

FNO2 | wB97M-V/def2-TZVPD

Output
- E_LUMO (alpha / beta) (eV) = -2.4334 / -2.4044
- E_HOMO (alpha / beta) (Eh) = -0.44815 / -0.44784
- frontier orbital gap (alpha / beta) (hartree) = 0.3587 / 0.3595

XYZ file:
```
4
Properties=species:S:1:pos:R:3:lowdin_charge:R:1
N -0.33 -0.10 0.00 -0.069
O -1.21 -0.81 0.00 0.173
O 1.96 -0.11 0.00 -0.037
F -0.65 1.28 0.00 -0.067
```

FO2S2 | wB97M-V/def2-TZVPD

Output
- E_LUMO (alpha / beta) (eV) = 2.3377 / 2.2609
- E_HOMO (alpha / beta) (Eh) = -0.18814 / -0.18828
- net charge = -1
- frontier orbital gap (alpha / beta) (hartree) = 0.2741 / 0.2714

XYZ file:
```
5
Properties=species:S:1:pos:R:3:lowdin_charge:R:1
O -2.30 0.21 0.31 -0.501
O 0.49 -1.41 -0.60 -0.510
F 0.74 -0.07 1.47 -0.418
S 0.97 1.37 -1.05 0.094
S 0.09 -0.10 -0.13 0.335
```

FeH10O9S | wB97M-V/def2-TZVPD

Output
- multiplicity = 6
- E_LUMO (alpha / beta) (eV) = -4.5823 / -6.2909
- E_HOMO (alpha / beta) (Eh) = -0.42273 / -0.41448
- net charge = +1
- frontier orbital gap (alpha / beta) (hartree) = 0.2543 / 0.1833

XYZ file:
```
21
Properties=species:S:1:pos:R:3:lowdin_charge:R:1
Fe 0.36 -0.15 -0.05 0.884
S -2.57 1.36 0.13 0.242
O -2.50 2.37 1.17 -0.277
O -3.57 0.37 0.50 -0.285
O -2.93 1.93 -1.16 -0.269
O -1.25 0.65 0.08 -0.350
O 0.06 -1.05 1.79 -0.014
H -0.73 -0.92 2.31 0.110
H 0.48 -1.73 2.33 0.112
O 1.36 1.55 0.74 -0.001
H 0.97 1.75 1.56 0.075
H 2.31 1.71 0.95 0.125
O -0.28 -1.88 -0.89 -0.015
H -1.13 -1.91 -1.38 0.148
H 0.01 -2.77 -0.99 0.093
O 0.70 0.71 -1.86 -0.022
H 0.39 1.59 -2.02 0.104
H 0.57 0.24 -2.73 0.141
O 2.29 -1.01 -0.01 -0.055
H 2.50 -1.32 -0.96 0.144
H 2.96 -1.50 0.49 0.110
```

H10LiO5 | wB97M-V/def2-TZVPD

Output
- E_LUMO (eV) = -3.2051
- E_HOMO (Eh) = -0.56575
- net charge = +1
- frontier orbital gap (hartree) = 0.4480

XYZ file:
```
16
Properties=species:S:1:pos:R:3:lowdin_charge:R:1
Li 0.00 -0.32 -0.08 0.731
O -2.03 0.74 0.09 -0.075
H -2.88 0.52 -0.32 0.066
H -2.22 1.50 0.65 0.058
O 1.49 -1.44 0.46 -0.095
H 1.37 -2.38 0.63 0.074
H 2.43 -1.27 0.60 0.076
O -0.64 -1.79 -1.38 -0.079
H -0.49 -1.69 -2.33 0.076
H -1.26 -2.52 -1.30 0.074
O 0.76 1.36 -1.08 -0.081
H 1.66 1.65 -1.30 0.073
H 0.24 2.17 -1.00 0.060
O 0.25 0.94 1.97 -0.072
H 0.94 0.67 2.59 0.062
H 0.41 1.87 1.81 0.052
```

H10LiO5 | wB97M-V/def2-TZVPD

Output
- E_LUMO (eV) = -9.8404
- E_HOMO (Eh) = -0.46218
- net charge = +1
- frontier orbital gap (hartree) = 0.1006

XYZ file:
```
16
Properties=species:S:1:pos:R:3:lowdin_charge:R:1
Li -1.51 2.87 5.73 0.257
O -1.79 1.30 4.02 -0.156
H -4.61 3.06 5.02 0.227
H -2.22 -2.82 7.11 0.121
O -5.98 2.46 8.63 -0.146
H -2.18 2.50 6.99 0.052
H -1.21 1.58 6.31 0.056
O -4.62 1.50 4.03 -0.388
H -0.63 2.23 7.04 0.179
H -7.24 0.66 6.93 0.408
O -4.81 0.93 8.81 -0.217
H -1.72 4.30 4.93 0.106
H -5.42 4.67 5.62 0.289
O -4.39 6.08 5.12 -0.223
H -4.12 0.68 5.76 0.320
H -2.31 -0.91 9.33 0.116
```

H10N6P2 | wB97M-V/def2-TZVPD

Output
- E_LUMO (eV) = 0.9325
- E_HOMO (Eh) = -0.28221
- frontier orbital gap (hartree) = 0.3165

XYZ file:
```
18
Properties=species:S:1:pos:R:3:lowdin_charge:R:1
N -0.38 -0.38 0.60 -0.424
N -2.85 -1.00 0.38 -0.211
N -2.19 1.42 0.19 -0.215
N 2.18 -0.69 1.23 -0.087
N 1.41 -0.86 -1.39 -0.098
N 1.38 1.56 -0.17 -0.141
P -1.62 -0.07 -0.47 0.541
P 1.11 -0.16 0.06 0.378
H -2.96 -1.97 0.36 -0.008
H -3.64 -0.58 -0.09 -0.010
H -2.84 1.30 0.92 -0.007
H -2.68 1.95 -0.54 0.008
H 3.17 -0.24 1.24 0.107
H 1.69 -0.62 2.05 -0.014
H 2.34 -1.04 -1.63 0.027
H 0.65 -1.50 -1.76 0.078
H 0.93 1.80 -1.15 0.073
H 0.77 2.05 0.47 0.001
```

H10NO15S3Zn | wB97M-V/def2-TZVPD

Output
- E_LUMO (eV) = 5.6157
- E_HOMO (Eh) = 0.03117
- net charge = -3
- frontier orbital gap (hartree) = 0.1752

XYZ file:
```
30
Properties=species:S:1:pos:R:3:lowdin_charge:R:1
Zn 9.72 2.58 -22.05 0.578
N 12.06 4.87 -22.07 0.227
H 12.55 5.64 -22.50 0.110
H 11.32 4.53 -22.70 0.038
H 11.63 5.16 -21.14 0.065
H 12.68 4.06 -21.75 0.063
S 13.02 1.57 -22.12 0.251
O 11.56 1.90 -22.19 -0.415
O 13.69 2.75 -21.53 -0.416
O 13.19 0.38 -21.27 -0.446
O 13.53 1.33 -23.49 -0.428
S 10.04 4.76 -19.32 0.243
O 10.00 3.92 -18.10 -0.438
O 9.93 3.92 -20.54 -0.418
O 8.93 5.72 -19.31 -0.436
O 11.35 5.45 -19.47 -0.428
S 9.79 4.61 -24.82 0.238
O 10.69 5.79 -24.80 -0.440
O 8.38 5.01 -25.00 -0.458
O 10.22 3.67 -25.87 -0.433
O 9.88 3.95 -23.48 -0.449
O 9.01 0.96 -23.28 -0.012
H 9.59 0.39 -23.79 0.089
H 8.13 0.84 -23.63 0.062
O 7.69 3.17 -22.09 -0.025
H 6.87 2.95 -22.54 0.065
H 7.53 4.00 -21.62 0.088
O 9.60 1.21 -20.46 -0.023
H 10.25 0.65 -20.05 0.086
H 8.74 0.80 -20.32 0.061
```

H10Na2O7 | wB97M-V/def2-TZVPD

Output
- E_LUMO (eV) = 3.7226
- E_HOMO (Eh) = -0.00691
- net charge = -2
- frontier orbital gap (hartree) = 0.1437

XYZ file:
```
19
Properties=species:S:1:pos:R:3:lowdin_charge:R:1
Na -1.03 -2.25 -2.53 0.456
Na 0.33 -0.51 -0.61 0.359
O -1.06 -2.39 -0.09 -0.509
H -0.61 -2.41 0.76 -0.149
O 0.31 1.93 0.85 -0.411
H 0.12 2.30 1.72 -0.071
O 1.29 -2.05 -2.37 -0.500
H 1.69 -1.88 -3.24 -0.156
O -1.27 0.11 -2.27 -0.499
H -0.81 -0.09 -3.09 -0.161
O 2.42 1.00 -0.41 -0.108
H 3.20 1.33 0.04 0.006
H 1.66 1.48 0.05 -0.023
O 0.25 -0.19 2.66 -0.109
H 0.29 0.49 1.93 -0.015
H -0.46 0.12 3.23 0.001
O -2.37 0.92 0.84 -0.097
H -2.48 0.76 1.78 -0.006
H -1.48 1.35 0.74 -0.009
```

H10O4S2 | wB97M-V/def2-TZVPD

Output
- E_LUMO (eV) = 0.3933
- E_HOMO (Eh) = -0.31991
- SMILES = SS.O.O.O.O
- frontier orbital gap (hartree) = 0.3344

XYZ file:
```
16
Properties=species:S:1:pos:R:3:lowdin_charge:R:1
S 2.70 -1.70 -0.19 0.219
S 2.78 0.27 -0.79 0.252
H 3.21 -1.62 1.05 -0.213
H 1.49 0.37 -1.13 -0.247
H -0.65 -0.47 -2.23 0.085
H -0.57 -0.34 -0.74 0.025
O -0.34 0.15 -1.55 -0.106
H -1.44 3.06 -0.41 0.060
H -0.58 1.86 -0.80 0.002
O -0.60 2.64 -0.23 -0.058
H 0.04 0.11 1.93 0.069
H -0.25 1.26 0.95 0.027
O -0.50 0.34 1.17 -0.082
H -1.68 -2.70 1.27 0.041
H -1.69 -1.19 1.08 0.000
O -1.90 -2.02 0.62 -0.073
```

H10O5 | wB97M-V/def2-TZVPD

Output
- E_LUMO (eV) = 0.3680
- E_HOMO (Eh) = -0.38849
- SMILES = O.O.O.O.O
- frontier orbital gap (hartree) = 0.4020

XYZ file:
```
15
Properties=species:S:1:pos:R:3:lowdin_charge:R:1
O -1.89 1.41 -1.66 -0.075
H -1.44 2.16 -2.06 0.030
H -1.25 1.06 -1.01 -0.018
O -0.64 -0.95 2.87 -0.038
H -1.25 -1.67 3.03 0.057
H -0.85 -0.28 3.53 0.059
O 0.76 -2.17 -1.13 -0.040
H 0.30 -2.09 -1.97 0.060
H 1.14 -3.05 -1.13 0.053
O -0.07 0.23 0.29 -0.067
H -0.21 -0.11 1.19 0.023
H 0.24 -0.54 -0.22 0.022
O 1.65 2.24 -0.88 -0.076
H 1.04 1.61 -0.45 -0.017
H 2.47 2.17 -0.39 0.027
```

The evaluated energy above the lowest of the compared OMol25 structures with the same formula, charge and spin for the records listed, in turn: 46.2; 0.0; 168.1; 146.1; 39.0; 29.3; 14.6; 21.3; 0.0; 49.2; 89.9; 116.9; 0.0; 1.9; 1459.9; 0.8; 0.0; 0.0; 3.3; 14.5 kcal/mol.
The evaluated electronic energy for the records listed, in turn: -10360.6134; -6822.5182; -17656.1786; -17657.1342; -8865.7462; -15613.7764; -24402.4416; -27793.3514; -36523.0663; -22669.3758; -8294.1879; -28479.8646; -63804.0212; -10601.9174; -10538.6914; -27682.4858; -113290.1257; -23327.8324; -30023.0052; -10400.2211 eV.
The evaluated F_max for the records listed, in turn: 5.53; 2.24; 3.86; 1.33; 3.01; 1.97; 3.63; 6.33; 3.62; 1.40; 1.69; 3.16; 7.78; 0.51; 7.26; 4.83; 1.84; 1.81; 1.01; 0.25 eV Å⁻¹.